(1)
DFT (ωB97M-V/def2-TZVPD) results for C24H35N8OS2V as an isolated structure in a non-equilibrium geometry.

Geometry as ORCA input:
```
! wB97M-V def2-TZVPD RIJCOSX def2/J DEFGRID3
* xyz 3 2
N 2.24115 0.05244 0.94194
N -2.51052 3.43281 1.33859
H -2.17767 -4.06177 0.98250
C 1.04055 1.45971 4.18138
S -1.96768 -1.75749 0.96724
C -4.39016 -1.36218 -0.22884
C -1.29685 -3.42986 1.13881
H 0.27990 -4.71407 0.65112
H 0.76831 1.46071 -6.91037
C -0.71413 1.72579 -5.38975
H 1.04886 -0.96215 -6.74399
N 1.26990 -0.40419 -2.01384
H -4.20868 0.73369 -0.75176
H -3.88291 0.39823 0.96139
H -1.13987 1.61607 6.77541
H 0.88315 2.48199 7.89920
C -0.13425 -3.80140 0.22089
C 2.23866 0.22336 2.29084
H -0.52797 2.79824 -5.27456
H -4.78533 -1.96976 0.58964
H -3.03710 3.77266 0.55304
C 1.35870 1.65256 -2.63852
N 1.54903 0.85076 -3.67322
H -1.56752 1.61351 -6.05704
C 2.12188 2.32653 6.15595
O -0.65914 -0.91613 0.56558
C 1.12255 1.04811 2.79742
H -2.45434 -1.14223 -1.24736
H 0.65018 -3.04984 0.30034
H -1.02099 -3.49394 2.19153
H -0.66454 -0.57119 -6.86805
H 1.96170 2.30046 -5.07118
C 0.92730 2.19817 6.85527
H -5.53441 0.37471 0.35474
V 0.35872 0.39996 0.15587
H 3.11599 2.06705 4.28518
C 4.26851 -1.19323 1.12091
H 3.22329 -0.74984 -0.69602
H 0.35858 -4.48038 -1.76399
H 3.13252 -0.25306 4.16517
H 2.60214 0.69662 -5.46664
C -0.21424 1.71328 6.22310
H -4.99641 -1.60498 -1.10235
N 1.45287 -0.43065 -3.27673
H -1.32789 -4.72917 -1.34704
H 1.36771 2.73162 -2.66016
C 1.73444 1.23654 -5.09472
C -0.49045 -4.03647 -1.24627
N -0.78515 2.20709 2.20291
C -4.50621 0.12181 0.10270
H 0.01615 -1.04606 -5.31349
S -1.13506 1.99432 -0.44355
C 0.49735 0.99320 -5.96111
C -2.96283 -1.81168 -0.55273
H -1.06019 1.00448 4.39340
H -2.67864 3.84741 2.24299
C -1.50239 2.57655 1.18887
H 5.00638 -1.52087 3.10711
H 2.99711 2.73276 6.64475
N 1.21294 0.87903 -1.57803
C -0.17172 1.37081 4.88753
H -0.73418 -3.10889 -1.76976
C 4.23487 -1.06951 2.49535
H -2.92246 -2.83240 -0.92767
H 5.06250 -1.73069 0.61958
C 2.18966 1.93935 4.83337
C 3.24078 -0.63525 0.37552
C 3.19399 -0.35479 3.09143
H -1.01319 1.31601 -4.41641
N 0.23286 1.35859 1.86580
C 0.21385 -0.48288 -6.22921
*
```

The electronic energy comes out at -86757.29121 eV. The calculation puts the energy above the lowest of the compared OMol25 structures with the same formula, charge and spin at 10.9 kcal per mole. The max |F| is 1.9 eV/A. The value obtained for the orbital gap (alpha / beta) is 0.206 / 0.230 Ha.

---

(2)
DFT (ωB97M-V/def2-TZVPD) results for C24H36BFI2N3O7P as an isolated structure in a non-equilibrium geometry.

Geometry as ORCA input:
```
! wB97M-V def2-TZVPD RIJCOSX def2/J DEFGRID3
* xyz 0 1
H -3.34401 0.88114 4.18858
H 0.48752 -1.86935 3.69707
H -1.78540 4.80812 0.13207
H -3.51835 -0.78396 4.72052
H -1.34618 2.41257 -2.76858
N -0.33051 0.74588 -0.97454
H 3.78742 3.15520 2.10345
C -1.14484 -1.73869 -0.69780
H 1.01824 4.03532 1.79750
H 1.32917 -1.39904 -1.87961
H 2.76622 -5.36503 -1.59336
C -1.38886 3.88212 -0.26934
C -1.10620 0.20022 2.55151
H 2.87272 0.30274 -3.04716
H 4.74970 2.04206 -0.98025
H -1.35468 2.25388 -5.25647
C -0.22108 -0.19964 1.35639
H -1.87641 -2.21761 -0.05824
F 1.67298 -0.60399 4.47982
O 4.23792 1.35906 -0.53310
C -0.60955 1.75789 -3.23910
O 3.14439 1.12833 -2.64006
C 1.88268 3.70436 1.22219
H -0.19581 0.77749 -5.15006
H 0.31913 5.10739 -0.76220
H 0.79622 -3.99945 3.25546
C -2.03235 -0.50254 3.20661
C 0.83899 -4.98309 -0.79098
C 2.77561 2.76328 2.05839
B 3.12058 1.08839 -1.25945
C -0.18255 -4.08122 -0.54082
N 0.92092 -3.44702 2.40857
P 1.41164 3.09451 -0.42509
C 2.00701 -4.61852 -1.41648
C -0.94511 -0.34286 -0.05736
H -1.56616 -5.65516 -0.22852
H -2.34853 1.21965 0.55367
H -2.32455 -4.09460 -0.13694
H 2.84671 1.76507 1.64279
H -2.98624 -0.41602 0.74615
H -1.33543 3.13779 0.52415
C 2.16460 -3.30683 -1.81795
C 0.71950 -2.22467 2.69274
H -1.27695 -4.67211 1.19481
C -0.02177 -2.75156 -0.92729
H -0.93644 -0.24623 -2.74617
H 0.79016 0.28989 -2.73068
O -2.97499 0.33431 -1.17829
H -0.94759 1.55693 -0.93223
O 2.01079 0.52432 -0.57196
I -2.57805 -2.44538 2.66414
C -1.41516 -4.63335 0.11620
C -2.37220 0.21980 0.11952
C 0.94531 -1.12848 1.71530
H 2.44269 4.60833 0.97982
C -0.01425 4.08635 -0.95692
H 2.38577 2.65687 3.06475
C -2.79957 -0.03411 4.41116
H -2.12306 3.52262 -0.99327
C 0.92537 1.26956 -0.22572
H -0.11082 4.03992 -2.03858
H 3.06737 -2.99622 -2.32449
H 1.43833 -1.47618 0.81479
O 0.50372 1.08871 1.05791
H -2.10103 0.13325 5.22989
H 1.63566 -0.47614 2.25803
H -1.65940 -1.59479 -1.64447
C -0.22483 0.50726 -2.44516
I -0.84643 2.13914 3.33369
C 1.15640 -2.40459 -1.57525
O 0.36810 2.38924 -4.01045
H 0.70392 -6.01249 -0.48992
C -0.68994 1.62183 -4.68929
O -4.86065 0.16436 -2.15266
N -4.34751 -0.05421 -1.14135
*
```

The electronic energy comes out at -73153.30289 eV. The calculation puts the energy above the lowest of the compared OMol25 structures with the same formula, charge and spin at 0.0 kcal per mole. The max |F| is 2.4 eV/A. The value obtained for the orbital gap is 0.224 Ha.

---

(3)
DFT (ωB97M-V/def2-TZVPD) results for C24H36BeF6O12 as an isolated structure in a non-equilibrium geometry.

Geometry as ORCA input:
```
! wB97M-V def2-TZVPD RIJCOSX def2/J DEFGRID3
* xyz 0 1
C -5.25006 -5.57695 6.00155
C -4.76042 -6.80559 5.22897
H -11.97406 0.74370 5.76165
H -5.27455 0.51487 13.89799
F -3.58307 2.52499 8.43062
H -8.67028 -6.41649 13.28410
H -8.48604 -0.59755 4.59696
F -10.51544 -4.93395 14.53676
C -9.87130 0.82163 5.19272
C -11.21955 0.07816 5.34228
H -4.65640 -1.09650 13.46043
C -9.39926 0.76229 12.84069
C -1.93186 -6.79752 14.18435
C -9.70043 2.68404 14.09187
C -4.17876 2.13444 9.60623
O -4.62860 -0.41179 9.18838
H -4.03379 -7.41768 5.76324
H -3.24803 -5.87592 4.16691
C -9.10671 -5.60301 12.70456
C -8.81560 -0.20935 5.56071
O -9.41526 2.11474 12.82221
H -3.59928 1.55380 12.60209
O -1.93434 -4.58310 13.46044
C -9.65398 -1.14394 6.38775
F -11.21988 -4.65009 12.49676
H -8.74426 2.94799 14.54371
H -11.49933 1.70180 14.71003
H -9.78492 1.66133 5.88232
F -3.50549 2.83169 10.57923
H -10.46167 -0.51069 14.17095
O -5.45864 -4.54686 5.18054
C -4.27923 -6.17229 3.97479
H -1.13509 -7.44279 13.81441
C -5.07337 -4.86959 3.82180
H -9.72271 1.21466 4.18696
F -5.44690 2.50117 9.56639
C -9.75959 0.31942 14.24884
C -4.01040 0.54954 9.99690
H -4.03539 -6.95904 13.43593
H -11.62320 -0.15489 4.35696
H -2.95010 0.30483 10.06004
H -2.75422 -0.02657 12.38497
C -10.42047 1.60983 14.83529
H -4.49541 -6.79254 3.10492
O -9.01321 -5.94779 11.26700
H -9.59291 -8.37725 9.06889
C -1.24480 -5.42714 14.36548
H -9.01605 -6.70072 8.75978
O -3.65082 -4.67581 11.96685
H -7.97138 0.21143 6.10691
H -3.60128 0.05561 14.43537
O -9.15904 0.09236 11.83393
Be -6.86427 -2.86633 10.03571
C -8.99550 -7.54723 9.44612
C -9.50756 -7.24700 10.89008
O -9.27336 -1.95007 7.22403
H -4.38532 -4.08399 3.50947
O -4.54078 0.21084 11.29877
H -7.92614 -7.74865 9.38292
C -10.50874 -5.44337 13.30468
C -3.71656 0.47819 12.47010
H -5.67794 -7.36811 5.05628
H -1.34127 -5.13488 15.41112
C -3.02630 -6.68556 13.12765
O -5.41952 -5.39021 7.20423
H -2.46601 -7.16940 15.05870
C -4.37813 -0.06584 13.68049
F -11.16607 -6.61005 13.43072
C -2.91635 -5.20972 12.79237
H -9.07508 -8.03136 11.51123
H -5.94281 -5.07547 3.19748
O -10.98406 -1.00912 6.17950
H -0.22462 -5.55850 14.00481
H -10.31661 1.77363 15.90789
H -10.23530 3.62875 13.99423
O -8.23670 -4.53255 12.75758
H -2.72071 -7.29654 12.27830
H -10.59168 -7.36015 10.88705
H -8.91764 -0.09483 14.80348
*
```

The electronic energy comes out at -66737.26822 eV. The calculation puts the energy above the lowest of the compared OMol25 structures with the same formula, charge and spin at 205.4 kcal per mole. The max |F| is 3.6 eV/A. The value obtained for the orbital gap is 0.130 Ha.

---

(4)
DFT (ωB97M-V/def2-TZVPD) results for a 6-piece molecular cluster, C24H36F3NO16 overall in a non-equilibrium geometry.

Geometry as ORCA input:
```
! wB97M-V def2-TZVPD RIJCOSX def2/J DEFGRID3
* xyz -1 2
O -2.12822 3.26693 5.19317
H -0.38038 -3.01800 0.11546
O -0.09308 -5.90848 1.49249
C -4.58554 2.03307 -3.24106
O 4.02807 0.90011 -4.41662
C 4.71009 -3.93072 3.82387
O 2.85313 -3.62454 2.46807
H 0.40659 -4.07670 2.39483
H -3.23048 -0.98642 -2.44074
C -1.87992 2.44232 -0.35025
H 2.48578 0.09479 -5.53447
C 3.17339 -4.26742 3.75192
O 1.70700 -1.44833 0.15893
C -2.73575 1.17275 -0.38657
H 1.91959 2.83630 0.62211
O -1.25434 4.90735 6.40367
C 3.98432 -3.40074 1.72540
H 3.12837 -5.35086 3.64142
C 2.81119 0.26856 -4.50878
H -4.78257 2.99251 -2.76276
H -1.72727 0.37788 1.48023
H 0.98146 -4.10671 -0.00132
H -2.14945 1.43284 3.96346
H -4.85685 2.07058 -4.29609
H -4.52602 2.37237 -0.15219
O 3.38156 0.06842 0.09773
H 3.51308 1.97155 -0.68320
O -0.56855 -7.41890 -0.08851
C 3.13640 -1.00533 -3.76588
H -3.43407 0.26898 -4.72297
C -0.06298 -4.04356 0.30408
O -0.06713 3.61523 4.99146
H 5.31622 -4.82034 3.99497
C -4.03403 1.49355 0.26461
H -4.73843 0.70348 0.00444
H -2.39571 -0.83854 0.40320
H 5.01376 -3.10950 4.47310
F 1.93316 0.98311 -3.82138
O 5.51602 1.16360 -2.75139
H -5.31439 1.33506 -2.82916
O 5.04502 -3.49954 2.52545
O -3.68480 -0.41004 -1.82190
O 4.23310 -0.65499 -2.94717
H -0.80627 2.25493 -0.36636
C -3.15170 1.62026 -2.94840
C 3.52355 1.48123 0.29024
H 2.40373 1.93395 2.10172
C -1.79928 2.46012 4.06436
H -0.10109 1.49865 4.69661
C -2.23516 3.52227 -1.40572
H 2.22180 -1.32194 -3.26452
H -0.93955 -0.08491 -0.00909
H -1.21770 2.74063 -3.21390
H -2.68263 3.57357 -3.53257
F -1.58527 -4.08597 2.05075
C 4.75218 0.50974 -3.37239
H -1.60189 4.40848 -1.36461
H -2.15643 2.90475 3.13546
N -2.91202 0.67078 -1.78136
C -1.16803 4.02631 5.55938
C -2.22174 2.89206 -2.81758
H 2.69931 -3.80494 4.61764
H -1.79394 0.27696 -4.15990
C -0.29851 -4.47496 1.66524
C -0.30748 2.43531 4.17875
H 3.41641 -1.74915 -4.51182
O 4.02328 -3.15916 0.54095
C 2.14000 -0.30173 0.23512
C 2.25176 1.87899 1.02376
C -0.37533 -6.28336 0.27186
C -1.91075 0.13719 0.43309
H -3.88680 1.69661 1.32536
H -2.10529 2.95729 0.58362
F 0.30306 2.55218 3.01258
O 1.44163 0.81268 0.55555
C -2.68383 0.90035 -4.24692
H -3.26667 3.87451 -1.40886
O -0.54861 -5.09705 -0.45814
H 4.42318 1.85708 0.77759
H -2.49126 1.63460 -5.02917
*
```

The electronic energy comes out at -67870.31772 eV. The max |F| is 5.0 eV/A. The value obtained for the orbital gap (alpha / beta) is 0.061 / 0.299 Ha.